DFT (wB97M-V/def2-TZVPD) results for C29H26BrIrN3O2S4 as an isolated structure in a non-equilibrium geometry.

LUMO energy, Eh: 0.0837
Total charge: -1
Orbital gap, eV: 7.1
E, eV: -155285.6201
Energy relative to the best compared isomer or geometry (same formula, charge and spin), kJ/mol: 165.4

Element x y z (Å)
Ir 0.47 1.54 -1.31
Br 6.14 2.03 -4.83
S 0.79 3.17 0.35
S -2.52 0.84 1.54
S -1.93 -2.88 3.13
S -1.37 2.05 -2.72
O -0.65 -3.14 3.76
O -2.61 -4.03 2.58
N 1.46 0.20 0.31
N -0.36 -0.62 -1.83
N -1.81 -1.69 2.03
C -3.58 -2.40 5.44
C -0.49 -0.51 -3.27
C 2.38 0.88 -3.48
C 0.46 2.60 2.97
C 0.78 0.45 3.99
C -0.82 -0.24 -6.02
C -2.99 -2.01 4.26
C -1.66 -1.05 -1.29
C 2.93 0.36 0.13
C -3.93 0.19 4.40
C 1.13 -0.07 2.75
C 1.11 0.73 1.62
C 3.57 0.95 -4.20
C -1.16 0.80 -5.16
C -4.53 -0.19 5.60
C 2.07 1.81 -2.49
C 2.97 2.85 -2.27
C 4.17 2.93 -2.97
C 0.79 2.08 1.72
C -2.45 -0.58 2.42
C -0.29 -1.42 -5.50
C 4.47 1.97 -3.91
C -0.99 0.69 -3.79
C 1.04 -1.19 0.09
C -4.36 -1.47 6.11
C 0.75 -1.46 -1.37
C -3.16 -0.74 3.73
C -0.14 -1.55 -4.13
C 0.45 1.79 4.10
H -1.65 -1.05 -0.20
H 4.86 3.74 -2.77
H 0.00 -2.23 -6.16
H 3.21 1.39 0.30
H 0.76 -0.21 4.85
H 0.52 -2.53 -1.49
H 3.80 0.21 -4.96
H 1.69 0.09 -3.73
H 1.38 -1.12 2.68
H 2.75 3.61 -1.53
H 0.25 -2.48 -3.72
H -2.43 -0.35 -1.61
H -4.06 1.18 3.98
H 3.47 -0.29 0.83
H -3.44 -3.40 5.83
H 1.62 -1.23 -1.98
H -5.14 0.53 6.14
H 0.16 2.20 5.06
H 0.16 -1.39 0.70
H 0.18 3.64 3.04
H -1.89 -2.05 -1.66
H -4.85 -1.75 7.04
H -1.55 1.73 -5.55
H -0.95 -0.13 -7.09
H 1.83 -1.89 0.40
H 3.21 0.09 -0.89

Here are the Löwdin charges for atoms 1 to 8, given in e:
1. Ir 0.846
2. Br 0.672
3. S 0.585
4. S 0.650
5. S 0.607
6. S 0.572
7. O -0.331
8. O -0.322